1.
ORCA calculation (ωB97M-V/def2-TZVPD) on a structure of composition C20H46OP4SeV at a distorted geometry.

Geometry (Å):
V  0.67577  -0.25332  -1.22535
P  -1.14522  -0.13130  0.50908
P  1.42377  -2.21940  -0.03686
P  -1.14847  -1.35059  -2.59479
H  -1.07783  3.31884  2.30114
C  -0.80614  3.78930  1.34066
C  -1.66622  4.33431  0.40856
H  -2.74996  4.10063  0.40288
C  -0.61032  0.51639  2.14389
C  -2.00768  -1.65068  1.12055
C  -2.56325  0.92699  0.02882
C  3.12973  -2.65876  -0.52350
C  1.63435  -2.05957  1.77429
C  0.54688  -3.81557  -0.23562
C  -1.64804  -0.05605  -3.79930
C  -2.79410  -2.03459  -2.14896
C  -0.59576  -2.68512  -3.74786
H  0.26291  4.08200  1.30314
H  -1.29663  5.07172  -0.32548
H  0.32340  1.08672  2.02865
H  -0.43005  -0.32004  2.84329
H  -1.40109  1.16898  2.55011
H  -1.52166  -2.00671  2.04305
H  -2.00784  -2.46933  0.38830
H  -3.05393  -1.38724  1.35199
H  -2.27821  1.98441  0.07312
H  -3.39022  0.75246  0.73190
H  -2.89708  0.71296  -0.99409
H  3.41371  -3.58106  -0.00015
H  3.82340  -1.85412  -0.24887
H  3.19739  -2.82353  -1.60619
H  2.36707  -2.80146  2.10833
H  0.69143  -2.22310  2.30245
H  2.01150  -1.05521  1.98534
H  1.28473  -4.63309  -0.14430
H  0.07683  -3.87021  -1.22923
H  -0.21583  -3.92919  0.55451
H  -2.41187  -0.49328  -4.46438
H  -0.77914  0.27205  -4.39360
H  -2.06990  0.82377  -3.28500
H  -3.30536  -2.28852  -3.08633
H  -3.40282  -1.31422  -1.59692
H  -2.68514  -2.95295  -1.56050
H  -1.44002  -2.90444  -4.41922
H  -0.31729  -3.60302  -3.21237
H  0.26593  -2.35087  -4.34620
C  1.45451  1.32636  -3.15016
C  0.51962  2.00098  -2.35911
C  0.19339  3.34274  -2.62511
C  0.84876  4.01140  -3.66483
C  1.80412  3.34329  -4.43686
C  2.10174  2.00261  -4.18623
Se  1.85713  -0.72885  -2.94564
H  -0.34283  2.12636  0.52389
H  -0.01612  1.50428  -1.50094
H  -0.56431  3.84056  -2.00466
H  0.60424  5.05349  -3.87507
H  2.29952  3.89085  -5.23143
H  2.81115  1.45013  -4.78582
C  4.20677  2.20363  1.89413
P  3.46270  1.81374  0.31498
C  2.97737  3.34422  -0.49856
C  4.66780  0.96517  -0.70988
O  2.24478  0.93165  0.52561
H  3.43214  2.54291  2.59162
H  4.93424  3.00845  1.75716
H  4.72629  1.31934  2.28363
H  3.65696  4.16711  -0.18532
H  3.03121  3.19249  -1.59530
H  1.93415  3.60469  -0.21948
H  4.19127  0.59612  -1.62611
H  5.47974  1.64776  -0.96936
H  5.09498  0.12909  -0.14922

Its orbital gap (alpha / beta) is 0.18005 / 0.28966 Eh. As for the total charge: +3. Its total energy is -151694.6802 eV. As for the expectation value of S²: 2.27. The spin multiplicity is 3.

---

2.
ORCA calculation (ωB97M-V/def2-TZVPD) on a cluster of 6 separate species, C8H30N2O6 in total at a distorted geometry.

Geometry (Å):
C  -9.44723  -3.09471  -30.02227
O  -9.46252  -3.74187  -28.78022
C  -9.57384  -2.84420  -27.69391
C  -9.52042  -3.61163  -26.39375
C  -9.70741  -2.74892  -25.15470
N  -8.32312  -4.47415  -26.23819
H  -9.71431  -3.80102  -30.80715
H  -8.42351  -2.77748  -30.26269
H  -10.09133  -2.21425  -30.08508
H  -8.73433  -2.13856  -27.73503
H  -10.54897  -2.34658  -27.73046
H  -10.38575  -4.29950  -26.40231
H  -9.70623  -3.37844  -24.26492
H  -10.62041  -2.16493  -25.16495
H  -8.84002  -2.08979  -25.05557
H  -8.29271  -5.11195  -27.03652
H  -8.59576  -5.13094  -25.50485
C  -14.90729  -4.02694  -22.44019
O  -14.24695  -4.12228  -23.68183
C  -15.12271  -4.02983  -24.78097
C  -14.41255  -4.25936  -26.10455
C  -13.41536  -3.13140  -26.41803
N  -15.42761  -4.32027  -27.16255
H  -15.79663  -4.66898  -22.42224
H  -15.28621  -3.01211  -22.25945
H  -14.20691  -4.29097  -21.65371
H  -15.88966  -4.81030  -24.66608
H  -15.68272  -3.08613  -24.82089
H  -13.82531  -5.18360  -26.04174
H  -12.54002  -3.25245  -25.77179
H  -13.89132  -2.15756  -26.31700
H  -12.96171  -3.25035  -27.40546
H  -15.75872  -5.29065  -27.19621
H  -14.95917  -4.30370  -28.06858
O  -11.13129  -3.76162  -21.27535
H  -11.65639  -3.21149  -21.89216
H  -11.58990  -4.60682  -21.23452
O  -12.28383  -2.15651  -23.31716
H  -12.96447  -2.77554  -23.66406
H  -12.50222  -1.28744  -23.71696
O  -12.25778  0.32107  -24.57940
H  -12.49955  0.46593  -25.50176
H  -12.09030  1.20116  -24.22098
O  -9.80390  -0.90131  -22.21319
H  -9.34930  -1.73821  -22.06740
H  -10.71031  -1.16139  -22.43173

Its orbital gap is 0.34651 Eh. Its total energy is -24047.0314 eV. Its SMILES is COC[C@H](C)N.COC[C@H](C)N.O.O.O.O. The spin multiplicity is 1.

---

3.
ORCA calculation (ωB97M-V/def2-TZVPD) on a cluster of 3 separate species, C15H15N3 in total at a distorted geometry.

Geometry (Å):
C  2.70861  2.90929  0.66502
C  2.20958  2.92757  -0.75395
C  0.80033  2.88222  -0.98165
N  -0.05724  2.64519  0.09053
C  0.41340  2.60996  1.29143
C  1.70894  2.75254  1.63445
H  3.74374  3.02698  0.75240
H  2.69892  3.04343  -1.46940
H  0.37278  2.92831  -1.86182
H  -0.34739  2.51175  2.04288
H  2.16132  2.94726  2.62674
C  -2.27874  -0.72195  1.45610
C  -2.55791  -0.32302  0.09430
C  -3.71841  -0.57955  -0.57325
N  -4.73095  -1.13705  0.09748
C  -4.61692  -1.51849  1.38833
C  -3.39795  -1.33349  2.11529
H  -1.31368  -0.61627  1.78838
H  -1.57875  0.07771  -0.06376
H  -3.77361  -0.27942  -1.53790
H  -5.54638  -1.96356  1.89573
H  -2.99030  -1.63264  3.14324
C  2.16276  -0.91300  -0.91478
C  0.88451  -0.98510  -1.57053
C  0.56237  -2.32854  -1.76053
N  1.31607  -3.39157  -1.62123
C  2.52868  -3.17722  -1.14831
C  3.02192  -2.02478  -0.67109
H  2.50412  0.09396  -0.81256
H  0.31055  -0.00876  -1.76782
H  -0.49194  -2.36232  -2.01346
H  3.18114  -4.08018  -1.17455
H  4.11044  -1.97927  -0.38572

Its orbital gap is 0.36756 Eh. Its total energy is -20263.2010 eV. Its SMILES is c1ccncc1.c1ccncc1.c1ccncc1. The spin multiplicity is 1.

---

4.
ORCA calculation (ωB97M-V/def2-TZVPD) on a cluster of 2 separate species, C2H9O2 in total at a distorted geometry.

Geometry (Å):
O  -1.45921  -2.62753  0.14448
H  -0.79690  -0.96802  0.27544
H  -1.07038  -3.03987  0.92959
H  -2.34113  -3.02634  0.05602
C  0.49878  0.87874  0.45622
O  -0.14176  -0.33780  -0.11541
C  0.94825  1.85928  -0.56788
H  -0.26022  1.29082  1.10985
H  1.22313  0.49888  1.16280
H  0.22493  -0.82220  -0.87580
H  0.09145  2.29100  -1.08904
H  1.58021  2.60449  -0.09158
H  1.50285  1.39855  -1.39468

Its orbital gap is 0.48541 Eh. As for the total charge: +1. Its total energy is -6307.1661 eV. The spin multiplicity is 1.

---

5.
ORCA calculation (ωB97M-V/def2-TZVPD) on an isolated molecule of C3H4NPS at a distorted geometry.

Geometry (Å):
C  0.39883  1.11947  1.24493
C  -0.17712  0.07139  0.41248
N  -1.39571  -0.16977  0.14819
P  -1.75136  -1.18618  -1.34572
C  -0.07890  -1.40017  -1.62308
S  1.12143  -0.68119  -0.60240
H  1.22919  0.76559  1.81784
H  -0.36817  1.34413  1.82902
H  0.79714  1.87793  0.64555
H  0.22467  -1.74120  -2.52682

Its orbital gap is 0.33121 Eh. Its total energy is -24788.7952 eV. Its SMILES is Cc1npcs1. The spin multiplicity is 1.

---

What is the spin multiplicity in the third record? 1